No. 1
ORCA calculation (wB97M-V/def2-TZVPD) on 8 unconnected molecules or ions with the total composition C38H70BINO12.

Element x y z (Å)
I: -1.4914 -4.3806 1.1462
O: -0.1704 -1.8961 -0.2353
O: 1.3586 -3.3623 0.5613
O: -4.4519 5.2427 3.6067
O: -1.1288 0.1345 -1.9387
O: -4.1858 -7.7589 -2.6456
O: -0.1736 2.6222 1.0601
O: -5.1753 0.4092 5.1105
O: -3.7588 9.4248 1.0722
O: -0.0959 -3.9362 -1.4049
O: 0.8319 3.6294 -2.8659
O: 6.8489 -6.7344 3.1151
O: 7.6594 -2.9922 -1.7878
N: 3.3999 -4.2478 -0.6724
C: -4.2881 10.3961 -1.0304
C: 6.1051 -5.9770 3.6975
C: 4.7987 -6.4523 4.2818
C: -0.6552 5.4792 -2.8044
C: 0.1868 0.0365 -4.0527
C: -4.5963 2.7133 5.2289
C: 8.7703 -3.4080 -2.0128
C: -4.9574 11.4711 1.2119
C: -2.7120 -7.0069 -0.9302
C: -1.9716 -0.8694 -2.4724
C: -3.0865 -9.4972 -1.4561
C: 1.2094 -0.8093 -1.9380
C: 0.4526 4.6480 -4.9780
C: 9.2603 -4.7050 -1.4142
C: 1.0116 -1.1774 -0.4792
C: -3.3818 7.3640 3.6211
C: 0.2674 4.4977 -3.4870
C: -2.9469 0.9071 4.4404
C: -3.4054 -8.0505 -1.7643
C: 6.4482 -4.5178 3.8671
C: -2.9820 -1.3423 -1.4201
C: -4.4213 6.3704 3.1676
C: 4.8189 -4.6470 -0.5349
C: -5.4235 6.8389 2.1417
C: -3.7393 -2.4540 -1.7405
C: -4.2820 10.3388 0.4775
C: -4.3260 1.2571 4.9440
C: 9.7298 -2.6542 -2.9046
C: 3.2403 -2.7754 -0.8098
C: -4.8129 -2.3545 0.3906
C: 0.1677 0.1850 -2.5177
C: 0.9100 2.5379 0.1214
C: -4.6482 -2.9563 -0.8399
C: -4.0550 -1.2473 0.6892
C: -3.1315 -0.7266 -0.2023
C: 0.8845 -0.0172 0.5676
C: 1.7395 1.2516 0.2852
C: 2.0834 -2.2108 0.1473
B: 0.0402 -3.3251 -0.0516
H: -5.9965 7.6793 2.5374
H: 4.7914 -6.2905 5.3613
H: -2.1987 1.1917 5.1822
H: -2.7315 6.8923 4.3561
H: 2.4573 1.1338 -0.5353
H: -5.2315 -3.8488 -1.0615
H: 4.6829 -7.5163 4.0851
H: -4.9078 7.1388 1.2295
H: 0.6494 -3.7009 -1.9653
H: 2.5885 -1.9065 1.0759
H: 9.5153 -5.4097 -2.2077
H: -6.0129 11.5161 0.9385
H: -3.7739 11.2960 -1.3717
H: -2.5502 -0.4812 -3.3277
H: 0.8731 5.6294 -5.2051
H: -2.9738 -7.1333 0.1208
H: -0.1801 0.2291 0.6110
H: -5.5097 -2.7620 1.1184
H: -1.6311 -7.0879 -1.0537
H: 3.9665 -5.9169 3.8210
H: 4.9544 -5.0158 0.4915
H: 10.0050 -3.2706 -3.7622
H: 1.1368 3.8806 -5.3348
H: -5.3149 10.3952 -1.3998
H: -5.6203 2.8263 5.5830
H: 2.3545 1.4250 1.1839
H: 10.6252 -2.3815 -2.3434
H: 0.5053 2.6629 -0.8943
H: 1.1420 -0.3886 1.5620
H: -3.9137 3.0753 6.0001
H: -0.9609 2.7768 0.5304
H: 2.1947 -0.3315 -2.0386
H: 6.5151 -4.2704 4.9280
H: -4.4721 12.4171 0.9669
H: -4.1492 -0.7673 1.6635
H: 4.9861 -5.5048 -1.2048
H: 1.1483 0.3478 -4.4778
H: -0.6529 0.5199 -4.5640
H: -3.6126 -2.9591 -2.6974
H: 9.2496 -1.7461 -3.2639
H: -0.2825 6.4965 -2.9374
H: 1.5797 3.3968 0.2966
H: -3.3645 -9.7285 -0.4266
H: 3.0709 -4.6279 -1.5507
H: -2.7807 7.6866 2.7713
H: -3.7713 9.5242 -1.4265
H: -3.0228 -6.0152 -1.2490
H: -0.6951 5.2559 -1.7397
H: 8.4736 -5.1379 -0.7990
H: 7.4101 -4.3171 3.3986
H: 3.0416 -2.5966 -1.8761
H: 4.1685 -2.2665 -0.5177
H: -2.8819 -0.1668 4.2734
H: -6.1074 6.0238 1.9101
H: 0.1147 -1.0385 -4.2811
H: 5.6878 -3.8988 3.3879
H: -1.6610 5.3967 -3.2198
H: -4.8788 11.3032 2.2844
H: -2.7529 1.4199 3.4967
H: -4.4733 3.3002 4.3211
H: -2.5390 0.1450 0.0550
H: -2.0210 -9.6823 -1.6010
H: -3.8664 8.2270 4.0802
H: 5.5389 -3.8656 -0.8277
H: 0.5460 1.1912 -2.3043
H: 1.1969 -1.7284 -2.5361
H: 10.1356 -4.5208 -0.7888
H: -1.4248 -1.7721 -2.7788
H: -0.5057 4.5299 -5.4866
H: -3.6510 -10.1436 -2.1272

## Properties
**DFT total energy**: -75381.5055 eV
**2S+1**: 1
**Total charge**: -1
**Kohn-Sham gap**: 6.08 eV

Results of the Löwdin charge analysis, in e, for atoms 1 through 99: 0.83 -0.03 -0.05 0.06 -0.10 0.05 -0.08 0.05 0.06 -0.06 0.07 0.05 0.07 -0.10 -0.02 -0.51 -0.02 -0.02 -0.05 -0.03 -0.50 -0.02 -0.08 -0.16 -0.04 -0.06 -0.02 -0.02 -0.36 -0.02 -0.49 -0.02 -0.51 -0.03 -0.19 -0.48 -0.13 -0.02 -0.06 -0.49 -0.50 -0.03 -0.14 -0.13 -0.35 -0.26 -0.12 -0.10 -0.03 -0.08 -0.15 -0.19 -1.43 0.08 0.08 0.08 0.08 0.11 0.10 0.08 0.07 0.04 0.14 0.08 0.09 0.08 0.13 0.08 0.06 0.10 0.10 0.08 0.09 0.06 0.08 0.08 0.09 0.08 0.10 0.08 0.07 0.12 0.09 0.07 0.12 0.08 0.08 0.10 0.07 0.08 0.08 0.12 0.08 0.08 0.11 0.08 0.09 0.07 0.08



No. 2
ORCA calculation (wB97M-V/def2-TZVPD) on a molecular structure, C38H71BBeCaCl7F2IN2O16SV.

Element x y z (Å)
I: 3.4445 0.7076 -5.5638
V: 0.4656 2.9757 -6.3854
Ca: -2.6853 2.0516 4.9398
Cl: -7.9639 1.5109 1.5304
Cl: -7.6471 -0.7338 -0.2520
Cl: 7.9048 -0.1298 -3.5752
Cl: 1.7946 -0.5691 1.8001
Cl: -0.6634 0.7079 2.7014
Cl: -0.0582 0.5123 -0.1406
Cl: -7.0195 -1.0436 2.5679
S: 6.5274 -1.2009 -6.7415
F: 12.6714 -3.2314 -9.4494
F: 11.0090 -2.8971 -7.8923
O: -6.5046 -1.3114 -3.4061
O: 10.6999 -4.5426 -9.5764
O: -1.0633 3.5897 -6.7706
O: 2.0381 -2.2122 -5.6207
O: 3.5585 -2.2416 -7.1267
O: 9.1781 -5.2375 -11.0513
O: 7.4012 -0.2907 -5.9603
O: -5.5178 0.4181 10.4643
O: -6.4682 0.9498 -3.3107
O: 5.3400 1.3380 -0.4775
O: 9.0252 -1.2346 -0.8410
O: 10.5780 -2.1254 0.3639
O: 2.0755 2.3355 -5.9712
O: 10.6337 -2.2397 -10.1387
O: 7.3872 -1.8759 -7.6920
O: 9.0941 -2.4030 -11.7452
N: 4.6587 -0.6470 -4.5481
N: 10.0309 -1.9074 -0.6917
C: -4.8485 -0.2551 12.7377
C: -4.3765 -0.0870 9.8039
C: 6.2619 1.7737 0.5470
C: 5.1932 1.2324 -2.9683
C: -8.0706 -0.2506 1.3788
C: -5.1844 4.1651 9.1524
C: -4.7196 5.0771 5.3195
C: 0.0211 -2.5110 -3.0545
C: 9.8277 -4.3684 -10.5444
C: -6.9601 -0.1649 -3.5951
C: 3.2505 -2.1970 -5.9388
C: -2.7549 -0.6972 -1.2397
C: -8.3378 -0.1224 -4.2821
C: -2.6978 -2.2607 -1.3236
C: 2.4480 -2.4748 -2.0472
C: -5.6612 4.6586 7.7312
C: -4.2205 4.1364 2.9544
C: 5.7457 -2.4968 -5.7499
C: -4.4574 1.5585 0.7304
C: -5.4632 3.3279 2.4177
C: -4.0988 1.4154 -0.8133
C: 3.0787 -3.5035 -3.0531
C: -1.2700 -2.7191 -0.7629
C: -4.1931 -0.0922 -1.2999
C: 1.2429 -1.6387 -2.6256
C: 9.7841 -2.9028 -10.9034
C: -4.5203 -1.5302 9.3509
C: 0.6351 0.7032 1.4571
C: 4.4410 -2.0462 -4.8720
C: 4.6590 -0.2798 -3.1083
C: 4.4446 -3.0968 -3.7075
C: -5.9101 -0.2620 11.6531
C: -4.0620 3.9258 4.5033
C: -5.2761 2.9025 0.8876
C: 10.6282 -2.5058 -1.9170
C: -4.3665 4.8569 6.8554
C: -0.5284 -3.4570 -1.9341
C: 6.1023 1.2913 -1.6754
B: 11.2871 -3.2151 -9.2343
Be: -6.3083 5.0141 1.0633
H: -5.7031 2.4482 3.0674
H: -3.5240 -2.7772 -0.7916
H: 5.8507 1.6313 1.5652
H: -5.9907 3.6654 9.7236
H: -4.6915 2.1051 -1.4521
H: -3.0142 1.6910 -0.8792
H: 11.5095 -3.0719 -1.6336
H: -4.3432 3.4501 8.9869
H: -4.7644 5.0333 9.7090
H: -6.2917 3.8718 7.2443
H: -4.7427 3.6700 0.2742
H: 9.8790 -3.1544 -2.3640
H: -5.2214 -0.7507 13.6349
H: -3.3065 3.9105 2.3598
H: -4.9138 -0.6700 -0.6762
H: 5.5413 -3.4312 -6.3117
H: -4.4671 5.2223 2.7902
H: -2.7441 -2.5556 -2.3963
H: 1.1460 1.6592 1.5009
H: -2.1276 -0.2479 -2.0534
H: -0.6844 -1.8467 -0.3828
H: -0.8129 -1.8066 -3.3127
H: -6.2839 2.7124 0.3913
H: -3.7180 3.9374 6.9458
H: 5.5641 -0.5645 -7.4898
H: 2.0004 -3.0867 -1.2215
H: -5.3876 -1.6407 8.6960
H: -5.8256 5.0790 5.2250
H: 6.6600 2.2665 -1.7411
H: -6.3616 4.0637 2.5031
H: -4.3039 6.0661 5.0233
H: 5.8785 1.5000 -3.8019
H: -3.9400 -0.7726 12.4245
H: 6.4468 2.8668 0.3891
H: -3.5021 1.6170 1.3275
H: 0.2603 -4.1675 -1.5737
H: -4.5699 0.7692 12.9937
H: -8.6786 0.9029 -4.4178
H: -3.6277 -1.8507 8.8083
H: -1.4798 -3.4750 0.0275
H: 5.3243 -0.8669 -2.4506
H: -4.2278 0.5470 8.9219
H: 3.6053 -0.2181 -2.7666
H: 1.6232 -0.9750 -3.4359
H: -2.9222 3.9441 4.7371
H: -4.6590 -2.2088 10.1923
H: 6.5017 -2.7740 -4.9686
H: 7.2510 1.2590 0.4448
H: -6.7968 0.2557 12.0206
H: -3.4866 0.0437 10.4296
H: -9.0940 -0.5509 1.5756
H: 2.3273 -3.8979 -3.7772
H: -3.7738 5.7134 7.2560
H: -9.0691 -0.6552 -3.6727
H: -1.2901 -4.1168 -2.4236
H: 3.2045 -1.8334 -1.5302
H: -4.5688 2.9271 4.8294
H: 0.1909 -3.1284 -3.9605
H: 10.8912 -1.6897 -2.5861
H: 4.8278 -4.0462 -4.1687
H: -6.2565 5.5946 7.8052
H: 5.1590 -2.8913 -2.8799
H: -5.0165 0.6707 1.1025
H: 6.8983 0.4885 -1.6823
H: 3.3223 -4.4031 -2.4248
H: -8.2753 -0.6010 -5.2593
H: 4.3708 1.9602 -2.8188
H: -4.6100 -0.0862 -2.3375
H: -6.2261 -1.2831 11.4169
H: -2.3081 -0.3993 -0.2572
H: 0.8851 -0.9822 -1.7859

## Properties
**DFT total energy**: -233498.2002 eV
**2S+1**: 1
**Total charge**: +1
**Kohn-Sham gap**: 0.95 eV

Results of the Löwdin charge analysis, in e, for atoms 1 through 99: 1.72 0.91 1.57 0.60 0.65 0.46 0.61 0.46 0.69 0.51 0.74 0.14 0.12 -0.03 0.24 -0.55 0.04 0.02 0.20 -0.46 -0.17 -0.03 -0.19 -0.01 0.09 -0.96 0.25 -0.29 0.20 -0.32 -0.45 -0.07 -0.31 -0.09 -0.21 -1.48 -0.10 -0.16 -0.19 -0.39 -0.76 -0.72 -0.26 -0.01 -0.17 -0.19 -0.23 -0.23 -0.16 -0.19 -0.37 -0.16 -0.16 -0.19 -0.19 -0.21 -0.38 -0.08 -1.46 -0.38 -0.27 -0.12 -0.27 -0.37 -0.35 0.05 -0.21 -0.21 -0.31 -1.02 0.51 0.10 0.11 0.09 0.08 0.11 0.09 0.10 0.06 0.09 0.11 0.08 0.10 0.08 0.12 0.07 0.14 0.08 0.11 0.03 0.11 0.03 0.11 0.04 0.07 0.09 0.10 0.08 0.14



No. 3
ORCA calculation (wB97M-V/def2-TZVPD) on a molecular structure, C38H71Cl2F2MgN6O10S2.

Element x y z (Å)
Cl: 0.5573 -2.9510 4.4168
Cl: 3.1185 -2.1096 3.3120
S: 0.6207 -0.1008 7.0424
S: 1.7038 0.0882 9.4075
Mg: 1.4671 -1.5012 -5.3344
F: 0.4254 1.4752 7.1762
F: 1.3638 -0.5848 10.8131
O: -3.0047 5.5699 -4.2223
O: 3.0626 -0.3410 9.2196
O: 5.4622 -0.8180 -2.1959
O: -4.5017 1.4072 2.2234
O: -0.5554 -0.4660 6.2895
O: 6.7290 0.2869 -3.7076
O: 1.5076 1.4778 9.7140
O: -3.5046 5.1751 -2.0701
O: 5.1823 -4.4747 -4.0740
O: 1.8583 -0.2045 6.3077
N: 0.7460 -0.5583 -2.8861
N: -0.1621 -0.1422 0.4936
N: -0.0444 -0.1481 -1.7999
N: -7.1083 1.6734 3.4515
N: -2.8151 -1.0925 -0.7671
N: 0.5974 -0.6121 8.5216
C: 1.4446 -3.1537 -1.5835
C: -4.7597 -0.0009 -3.5017
C: -5.4963 1.5202 5.2724
C: 0.5790 1.1320 -1.3063
C: -3.8777 0.0654 -2.6438
C: 2.8363 -2.7863 -2.3176
C: 1.7223 -4.6189 -0.9427
C: 1.0541 -2.1113 -0.4138
C: -1.8974 -2.8652 -3.5923
C: -1.3671 0.2948 -2.4112
C: 6.8825 1.0066 -1.4754
C: 2.2881 -3.2950 4.3290
C: 0.9901 2.2447 -0.9793
C: 5.9701 -3.4790 -3.7373
C: 7.7281 1.3202 -3.6556
C: 3.0797 0.3575 -3.3953
C: 1.2805 1.3833 3.3912
C: 1.4700 0.3248 -3.5302
C: 0.4690 -0.5536 1.7419
C: -1.5845 -1.8549 -0.4293
C: -3.5315 2.6547 -1.7204
C: 0.0307 0.4760 2.9154
C: 0.9118 2.9496 3.4695
C: -2.5755 5.2585 -3.1194
C: -1.7773 -3.3575 -0.9168
C: -4.0635 -3.5259 -2.3377
C: 7.4393 2.0856 -2.3842
C: -0.1683 -1.1451 -0.6402
C: 0.9411 1.3968 -4.6217
C: -3.5037 2.1825 2.8693
C: -2.4415 -3.6366 -2.3242
C: -3.1938 4.1196 -1.1401
C: -2.6814 0.1144 -1.5731
C: 6.2532 0.0572 -2.4613
C: -1.0163 5.0367 -2.9889
C: -5.0396 0.3559 3.0260
C: -6.0894 0.8083 4.0598
C: -2.9561 1.5057 -0.7773
H: -1.1212 0.1445 0.7167
H: -6.2233 1.5453 6.0869
H: -0.1663 1.5940 -4.5510
H: 6.9866 -3.7346 -3.3745
H: -2.8780 1.5821 3.5350
H: 1.6085 -0.5263 1.7619
H: 0.6326 -3.3187 -2.3492
H: -1.9026 -3.6034 -4.4696
H: 6.6697 2.8404 -2.5718
H: 1.8581 3.5134 3.1598
H: 3.4382 1.3951 -3.6633
H: 7.6724 0.4832 -0.9320
H: -4.3474 -3.2136 -1.2772
H: -7.5790 1.1553 2.7117
H: 3.3720 -1.9215 -1.8256
H: -0.8426 -2.4577 -3.5369
H: -2.0166 1.8529 -0.2419
H: 3.5873 -0.3814 -4.0845
H: -3.3255 -0.8377 0.0946
H: -2.8663 2.6256 2.0979
H: -4.6543 2.5829 -1.8545
H: -3.0571 2.6324 -2.7589
H: 0.1129 -1.5776 2.1164
H: -0.7801 3.9539 -3.2810
H: -0.2419 -0.1442 3.8367
H: 1.1622 3.1602 -0.3373
H: 6.1398 1.4047 -0.7850
H: -5.5299 -0.3272 2.3236
H: 1.6727 -5.3569 -1.8022
H: -3.7706 1.2806 -0.0006
H: -0.8898 -4.0423 -0.7896
H: 2.7124 -3.2560 5.3304
H: 3.3147 0.1954 -2.2966
H: -1.6592 -1.9557 0.7168
H: 5.6182 -2.8181 -2.9144
H: 2.6608 -2.6178 -3.4437
H: 8.3148 2.5929 -1.9790
H: -4.2310 -0.2157 3.4991
H: 2.7173 -4.6346 -0.4071
H: -6.5870 -0.0948 4.4295
H: -4.6064 1.0011 5.6384
H: 0.7616 -2.8349 0.4229
H: -1.2827 1.4122 -2.6400
H: -5.6168 -0.3283 -4.1586
H: -2.1297 4.1740 -0.7206
H: 7.6494 1.9517 -4.5407
H: -6.6199 2.4167 2.9526
H: -4.4324 -2.7560 -3.0777
H: 6.2012 -2.7296 -4.5187
H: -2.5440 -3.8024 -0.1817
H: 0.6210 3.2615 4.5148
H: 0.1076 3.1311 2.6893
H: -3.9652 3.0047 3.4178
H: 2.0420 -1.5861 -0.1813
H: 1.6556 0.9947 4.3909
H: -2.6001 -2.0275 -3.9324
H: -0.8772 1.0935 2.6414
H: -5.2262 2.5562 5.0628
H: -3.8985 4.2546 -0.2531
H: -0.4826 5.7131 -3.7202
H: 8.7146 0.8501 -3.6439
H: -4.5578 -4.5386 -2.4895
H: -1.4685 -0.1728 -3.4473
H: 3.5505 -3.6729 -2.2672
H: 2.1641 1.3085 2.6742
H: 1.5784 2.3395 -4.6153
H: -0.5974 5.1907 -1.9509
H: -2.2637 -4.7497 -2.5348
H: 1.1352 0.9044 -5.6432
H: 2.4275 -4.2879 3.9068
H: 0.9233 -4.8868 -0.1700

## Properties
**DFT total energy**: -127538.7698 eV
**2S+1**: 1
**Total charge**: +1
**Kohn-Sham gap**: 1.68 eV

Results of the Löwdin charge analysis, in e, for atoms 1 through 99: 0.58 0.54 0.46 0.50 0.96 -0.20 -0.19 0.10 -0.29 0.05 -0.23 -0.34 0.03 -0.29 -0.02 0.00 -0.33 0.04 -0.01 -0.08 0.04 0.07 -0.29 -0.35 0.12 -0.06 -0.08 -0.07 -0.09 -0.08 -0.06 -0.10 -0.03 -0.06 -0.97 0.19 -0.25 -0.14 -0.03 -0.22 -0.40 -0.24 -0.19 -0.14 -0.14 -0.11 -0.45 -0.11 -0.07 -0.15 -0.24 -0.04 -0.10 -0.35 -0.18 -0.37 -0.46 0.00 -0.20 -0.42 -0.11 0.10 0.08 0.08 0.12 0.09 0.07 0.09 0.10 0.12 0.07 0.11 0.15 0.07 0.07 0.06 0.01 0.11 0.07 0.14 0.07 0.13 0.11 0.07 0.07 0.08 0.10 0.13 0.12 0.10 0.12 0.09 0.04 0.09 0.17 0.10 0.00 0.13 0.12



The lowest Kohn-Sham gap belongs to which entry? C38H71BBeCaCl7F2IN2O16SV



Among the records above, which one has the lowest Kohn-Sham gap? C38H71BBeCaCl7F2IN2O16SV